C56H54N5O3P2SiW | ωB97M-V with the def2-TZVPD basis set

Each line ends with the Mulliken spin population.
CARTESIAN COORDINATES (ANGSTROEM)
W 0.792 -0.351 -0.797  1.2518
C 0.384 -1.408 2.934  -0.0180
N -1.061 -1.562 2.859  0.0078
C -1.814 -1.175 1.688  -0.0084
P -1.217 -1.606 -0.042  0.1205
C -1.066 -3.426 -0.041  0.0383
C -0.927 -4.208 1.101  0.0001
C -0.720 -5.575 0.986  0.0004
C -0.648 -6.173 -0.260  -0.0028
C -0.797 -5.403 -1.406  0.0187
C -1.000 -4.040 -1.294  -0.0003
C -2.896 -1.382 -0.768  -0.0153
C -3.749 -2.428 -1.113  -0.0018
C -5.002 -2.163 -1.645  0.0007
C -5.420 -0.856 -1.845  0.0008
C -4.581 0.191 -1.494  0.0001
C -3.332 -0.070 -0.954  0.0194
C -1.766 -1.689 4.056  0.0002
C -3.022 -1.099 4.251  0.0000
C -3.684 -1.228 5.462  -0.0001
C -3.123 -1.946 6.507  0.0000
C -1.888 -2.550 6.317  -0.0001
C -1.217 -2.430 5.113  0.0013
P 1.149 -0.048 1.905  0.1005
C 2.837 -0.128 2.683  0.0079
C 3.873 -0.831 2.067  -0.0008
C 5.132 -0.905 2.645  0.0020
C 5.388 -0.272 3.850  -0.0004
C 4.368 0.426 4.477  0.0003
C 3.107 0.497 3.904  -0.0051
C 0.524 1.452 2.785  0.0036
C 1.139 2.655 2.431  0.0069
C 0.767 3.853 3.010  0.0024
C -0.234 3.868 3.975  -0.0007
C -0.855 2.683 4.335  0.0009
C -0.488 1.483 3.736  -0.0090
H 0.917 -2.310 2.622  -0.0030
H 0.655 -1.184 3.966  -0.0018
H -1.957 -0.081 1.630  0.0118
H -2.800 -1.633 1.767  0.0010
H -0.988 -3.754 2.081  0.0008
H -0.596 -6.174 1.880  -0.0004
H -0.463 -7.237 -0.340  -0.0004
H -0.725 -5.853 -2.388  0.0009
H -1.117 -3.438 -2.188  0.0018
H -3.442 -3.453 -0.963  0.0007
H -5.653 -2.989 -1.905  0.0001
H -6.395 -0.659 -2.272  -0.0001
H -4.892 1.216 -1.657  0.0002
H -2.681 0.756 -0.684  0.0284
H -3.475 -0.510 3.464  0.0006
H -4.644 -0.744 5.592  0.0000
H -3.639 -2.031 7.454  0.0000
H -1.444 -3.135 7.114  0.0000
H -0.263 -2.923 4.978  0.0000
H 3.701 -1.332 1.131  -0.0048
H 5.911 -1.462 2.141  0.0000
H 6.372 -0.324 4.299  0.0000
H 4.545 0.929 5.420  0.0000
H 2.336 1.044 4.426  0.0001
H 1.946 2.628 1.709  0.0009
H 1.257 4.774 2.718  -0.0001
H -0.525 4.799 4.444  0.0000
H -1.630 2.687 5.092  0.0000
H -1.004 0.579 4.030  0.0000
O 2.688 -3.904 0.666  0.0047
C 2.185 -3.035 -0.021  -0.0316
O 1.688 -1.926 0.473  0.0542
C 2.099 -3.068 -1.503  -0.0674
C 2.741 -4.022 -2.236  0.1556
C 2.812 -3.827 -3.656  -0.0567
C 2.128 -2.832 -4.242  0.1049
C 1.173 -1.988 -3.451  0.0094
N 1.404 -2.029 -2.010  0.0214
H 3.270 -4.811 -1.724  0.0025
H 3.471 -4.462 -4.239  -0.0034
H 2.211 -2.621 -5.302  0.0031
H 0.127 -2.284 -3.678  0.0175
N -0.823 0.769 -8.030  -0.0007
C -0.568 0.552 -6.929  0.0001
C -0.274 0.253 -5.562  -0.0094
C 0.963 -0.103 -5.174  0.0168
C 1.226 -0.473 -3.752  0.0243
N 0.282 0.102 -2.777  0.1255
C -0.959 0.348 -3.258  0.0043
C -1.316 0.384 -4.570  0.0323
H 1.791 -0.151 -5.870  0.0007
H 2.236 -0.169 -3.487  0.0007
H -1.710 0.570 -2.521  -0.0355
H -2.333 0.600 -4.858  0.0015
C -0.230 1.622 -0.279  -0.0621
H -0.753 1.533 0.689  0.0075
H 0.511 2.415 -0.113  0.0386
C 2.900 0.638 -1.035  0.0282
C 2.989 1.922 -1.748  0.0008
C 3.366 2.026 -3.098  0.0062
C 3.389 3.232 -3.766  0.0012
C 3.063 4.416 -3.101  -0.0027
C 2.754 4.353 -1.738  0.0033
C 2.731 3.139 -1.090  0.0205
C 3.068 5.669 -3.776  0.0002
N 3.067 6.689 -4.312  -0.0015
H 3.252 0.768 -0.008  0.0095
H 3.531 -0.116 -1.515  -0.0001
H 3.674 1.135 -3.631  0.0042
H 3.675 3.275 -4.809  0.0000
H 2.544 5.269 -1.200  -0.0002
H 2.518 3.113 -0.031  -0.0117
C -2.848 3.827 -2.703  -0.0001
Si -1.951 3.613 -1.065  -0.0024
C -3.190 3.610 0.372  -0.0001
C -0.742 5.034 -0.790  0.0028
O -1.205 2.175 -1.189  0.0256
H -3.258 4.837 -2.787  0.0001
H -3.669 3.116 -2.816  0.0000
H -2.151 3.669 -3.528  0.0000
H -3.743 4.551 0.420  0.0000
H -2.686 3.474 1.334  0.0001
H -3.920 2.803 0.262  0.0001
H -1.250 6.001 -0.776  0.0002
H -0.006 5.052 -1.597  -0.0001
H -0.203 4.925 0.156  -0.0015

HOMO level (alpha / beta)	-3.8528 / -4.1063	eV
2S+1	3
calculated total energy	-3705.2674	hartree
orbital gap (alpha / beta)	5.936 / 6.187	eV
total charge	-1
energy relative to the best compared isomer or geometry (same formula, charge and spin)	81.64	kJ/mol